40
Properties=species:S:1:pos:R:3 method="wB97M-V/def2-TZVPD" largest_force_ev_per_a=12.1 total_energy_ha=-1295.4902
C 1.726 2.904 0.263
C 2.908 2.024 0.815
O 3.810 1.586 -0.169
C 3.280 0.281 -0.787
C 3.623 -1.118 -0.086
C 2.989 -2.250 -0.542
O 3.572 -3.025 -1.157
N 1.675 -2.417 -0.507
C 0.727 -1.826 0.337
N 1.010 -0.913 1.235
N -0.174 -0.310 1.935
C -1.270 -1.094 1.552
C -2.495 -1.105 2.087
H -2.430 -0.689 3.316
H -3.173 -1.794 1.864
C -3.167 0.315 1.666
C -2.911 0.096 0.099
C -1.913 0.825 -0.504
C -1.570 0.832 -2.009
C -2.575 -0.004 -2.573
C -3.667 -0.670 -2.162
C -3.936 -0.418 -0.555
H -4.661 -0.885 -0.174
H -4.368 -1.219 -2.476
H -2.389 -0.005 -3.994
H -0.753 1.232 -2.435
H -1.183 1.295 -0.002
H -4.110 0.602 1.788
H -2.631 1.177 2.027
S -0.848 -2.486 0.519
H 1.379 -3.133 -0.955
H 3.160 -0.860 0.946
H 4.714 -0.981 0.127
H 2.119 0.199 -0.957
H 3.704 0.204 -1.722
H 3.418 2.845 1.517
H 2.315 1.240 1.231
H 2.131 3.733 -0.121
H 1.021 3.369 0.968
H 0.944 2.445 -0.404